This record from OMol25 describes C29H30ClI2N2O3SbTi as an isolated structure. The level of theory is the ωB97M-V functional and the def2-TZVPD basis.

LUMO   -7.39 eV
Total charge   +2
Energy relative to the best compared isomer or geometry (same formula, charge and spin)   0.511 eV

Structure (XYZ):
```
69
Properties=species:S:1:pos:R:3:mulliken_charge:R:1
Ti 0.3510 -0.6408 0.3919 -0.25
I -0.0959 4.2908 6.2466 0.19
C -0.2587 2.8736 4.7539 -0.71
C -1.4953 2.3014 4.4756 -0.13
C -1.6088 1.3490 3.4716 -0.51
I -3.4666 0.5044 3.1011 0.11
C -0.4826 0.9875 2.7494 -0.02
O -0.5523 0.0491 1.7465 0.51
C 0.7594 1.5461 3.0238 1.05
C 1.9786 1.1581 2.2293 -1.37
N 1.9385 -0.2409 1.7427 -0.17
C 1.8439 -1.2677 2.8104 -0.42
C 1.8783 -2.5857 2.0969 0.45
C 2.5490 -3.6937 2.5704 -1.12
C 2.6385 -4.8160 1.7630 -0.47
C 2.0835 -4.7818 0.4913 -1.06
C 1.4130 -3.6472 0.0951 -0.29
N 1.2722 -2.5768 0.8942 1.03
C 0.8659 2.4885 4.0372 -0.79
H -2.3702 2.5905 5.0413 0.44
H 2.8727 1.2907 2.8409 0.58
H 2.0999 1.7940 1.3481 0.33
H 2.7804 -0.4434 1.1844 0.38
H 0.9156 -1.1348 3.3663 0.29
H 2.6709 -1.1734 3.5148 0.71
H 3.0186 -3.6633 3.5442 0.55
H 3.1622 -5.6975 2.1089 0.45
H 2.1712 -5.6167 -0.1889 0.49
H 0.9741 -3.5750 -0.8897 0.53
H 1.8320 2.9210 4.2664 0.53
C -2.1212 -1.5081 -2.6448 -0.58
C -1.2931 -2.3516 -1.9317 -0.60
C -1.4370 -2.4539 -0.5375 -1.07
C -2.3697 -1.6611 0.1301 -0.42
C -3.1851 -0.7918 -0.5953 -0.63
C -3.0828 -0.7463 -1.9750 -0.63
H -2.0527 -1.4681 -3.7241 0.51
H -0.5888 -2.9852 -2.4569 0.48
H -0.9647 -3.2641 -0.0047 1.47
H -2.5174 -1.7735 1.1957 0.55
H -3.9265 -0.1975 -0.0781 0.46
H -3.7595 -0.1195 -2.5429 0.50
Cl 4.7710 0.9049 -6.6779 -0.16
C 4.2113 0.4650 -5.1134 0.38
C 2.8497 0.5172 -4.8387 -0.94
C 2.4079 0.1624 -3.5785 0.13
C 3.3166 -0.2355 -2.6003 -0.27
C 4.6784 -0.2921 -2.8940 -0.51
C 5.1293 0.0601 -4.1513 -0.82
C 2.8821 -0.6020 -1.2440 0.41
O 3.6178 -0.9862 -0.3636 -0.75
O 1.5369 -0.4670 -1.0105 0.55
H 2.1583 0.8273 -5.6099 0.47
H 1.3516 0.1862 -3.3555 0.34
H 5.3765 -0.6087 -2.1310 0.51
H 6.1819 0.0249 -4.3940 0.45
C -1.0107 1.6658 -3.1091 -1.32
Sb -0.6651 1.6595 -1.0204 0.91
C -2.2442 2.8841 -0.3426 -1.24
C 0.9405 3.0421 -0.8983 -1.32
H -0.4429 2.4918 -3.5352 0.56
H -2.0737 1.8309 -3.2748 0.44
H -0.7151 0.7306 -3.5735 0.26
H -2.3238 3.7187 -1.0381 0.47
H -2.0154 3.2561 0.6548 0.40
H -3.1823 2.3343 -0.3136 0.35
H 0.7354 3.8598 -1.5878 0.54
H 1.8821 2.5703 -1.1756 0.35
H 1.0036 3.4431 0.1127 0.40
```

This record from OMol25 describes C29H30F6NO2ReS4SbTe as an isolated structure. The level of theory is the ωB97M-V functional and the def2-TZVPD basis.

LUMO (alpha / beta)   -7.49 / -7.46 eV
⟨S²⟩   0.76
Total charge   +2
2S+1   2
Energy relative to the best compared isomer or geometry (same formula, charge and spin)   0.587 eV

Structure (XYZ):
```
75
Properties=species:S:1:pos:R:3:mulliken_spin:R:1
Re 1.6097 0.6559 2.2864 1.22
S 0.9193 2.4091 5.3210 0.00
Sb 0.1026 4.6660 4.4930 0.00
S 2.3601 2.0783 3.9492 -0.05
S -1.1001 4.1987 2.6113 0.00
S 1.3622 6.4440 5.0150 0.00
C 2.7601 -2.9739 1.8034 -0.02
C 2.9783 -1.9621 2.9264 0.04
O 2.0101 -0.9562 2.9735 -0.12
C 3.0046 -2.6845 4.2956 -0.02
F 3.0587 -1.8098 5.2999 0.00
F 1.8729 -3.3899 4.4424 0.00
F 4.0313 -3.5184 4.3852 0.00
C 4.3270 -1.2308 2.6727 0.02
F 4.5954 -0.3428 3.6284 0.00
F 5.3567 -2.0267 2.4985 0.00
F 4.1657 -0.4912 1.5281 0.00
H 1.8311 -3.5175 1.9561 0.00
H 3.5866 -3.6811 1.7882 0.00
H 2.7189 -2.4488 0.8495 0.00
C -5.8185 0.0035 -4.7240 0.00
C -4.7276 0.3300 -3.7558 0.00
C -3.5228 0.8819 -4.1616 0.00
C -2.4954 1.1838 -3.2744 0.00
C -1.2621 1.8519 -3.8076 0.00
C -2.6882 0.8687 -1.9272 0.00
Te -1.4117 1.2235 -0.2423 0.01
N 1.2346 1.7636 0.9303 -0.11
C 1.3195 2.0382 -0.3593 0.04
O 0.3275 1.7540 -1.1807 -0.01
C 2.5084 2.6499 -0.9034 -0.03
C 3.4114 3.2728 -0.0254 0.00
C 4.5260 3.9051 -0.5301 0.00
C 4.7654 3.9092 -1.9015 0.00
C 3.8770 3.2871 -2.7717 0.00
C 2.7505 2.6579 -2.2841 0.00
C -0.9954 -0.8224 0.2169 -0.03
C -0.5508 -1.7043 -0.7798 -0.01
C -0.2672 -1.2763 -2.1914 0.00
C -0.4300 -3.0501 -0.4548 0.00
C -0.7512 -3.5374 0.8068 0.00
C -0.7352 -5.0011 1.1145 0.00
C -1.1519 -2.6283 1.7828 0.02
C -1.2864 -1.2735 1.5218 0.02
C -1.8044 -0.3719 2.6118 0.02
C -3.9399 0.3962 -1.4679 0.00
C -4.2037 0.2212 0.0071 0.00
C -4.9278 0.1203 -2.3912 0.00
H -5.5150 0.1814 -5.7521 0.00
H -6.7040 0.6049 -4.5159 0.00
H -6.1129 -1.0413 -4.6217 0.00
H -3.3745 1.1106 -5.2089 0.00
H -1.5537 2.7009 -4.4245 0.00
H -0.6935 1.1697 -4.4408 0.00
H -0.6288 2.2184 -3.0087 0.00
H 3.1991 3.2688 1.0357 0.00
H 5.2142 4.4109 0.1315 0.00
H 5.6430 4.4094 -2.2856 0.00
H 4.0633 3.2876 -3.8355 0.00
H 2.0707 2.1543 -2.9576 0.00
H -0.1108 -0.2051 -2.2794 0.00
H -1.1103 -1.5598 -2.8240 0.00
H 0.6123 -1.7909 -2.5762 0.00
H -0.0989 -3.7358 -1.2245 0.00
H -0.2301 -5.5732 0.3404 0.00
H -1.7608 -5.3679 1.1824 0.00
H -0.2652 -5.1961 2.0781 0.00
H -1.3955 -2.9873 2.7754 0.00
H -1.2418 -0.5166 3.5374 0.00
H -2.8420 -0.6171 2.8467 0.00
H -1.7519 0.6801 2.3243 0.02
H -3.5964 0.9305 0.5909 0.00
H -3.9845 -0.7943 0.3405 0.00
H -5.2454 0.4329 0.2412 0.00
H -5.8881 -0.2469 -2.0505 0.00
```

This record from OMol25 describes C29H30InN13OPSSe as an isolated structure. The level of theory is the ωB97M-V functional and the def2-TZVPD basis.

LUMO   -2.80 eV
Total charge   +1

Structure (XYZ):
```
77
Properties=species:S:1:pos:R:3:mulliken_charge:R:1
In 0.3223 0.1755 0.4418 1.37
C -1.4308 -4.3863 0.6685 -2.29
C -1.1054 -3.0831 -0.0095 1.20
N -1.2119 -1.9500 0.6098 0.37
N -1.4711 -2.0170 1.9584 -0.47
C -1.7433 -0.9325 2.6862 0.71
N -2.0483 -1.1208 3.9749 -0.40
S -1.8121 0.6136 2.0200 -0.37
C -0.9402 -3.0629 -1.4907 0.28
C -1.2548 -4.1781 -2.2675 -1.00
C -0.9828 -4.1532 -3.6234 -0.69
C -0.3857 -3.0293 -4.1701 -1.07
C -0.1279 -1.9647 -3.3229 -0.34
N -0.4093 -1.9653 -2.0292 0.65
H -0.9586 -4.4622 1.6485 0.64
H -2.5130 -4.4797 0.7954 0.34
H -1.0752 -5.2339 0.0945 0.56
H -1.5057 -2.9199 2.4094 0.09
H -1.9725 -2.0203 4.4208 0.19
H -2.1765 -0.3120 4.5573 0.25
H -1.7114 -5.0543 -1.8314 0.47
H -1.2227 -5.0073 -4.2421 0.44
H -0.1292 -2.9861 -5.2194 0.47
H 0.3356 -1.0563 -3.7024 0.44
C 0.6642 5.6061 -1.7746 -0.85
N 0.5169 4.6108 -0.7267 0.14
C 0.4021 4.8417 0.6110 -0.82
C 0.2892 3.6152 1.2044 -0.35
N 0.3346 2.6449 0.2525 0.43
C 0.4747 3.2625 -0.9101 -0.27
P 0.5336 2.5219 -2.5703 -0.44
C -0.8943 1.4175 -2.3379 -0.26
N -1.1999 0.7353 -1.2472 0.48
C -2.3737 0.0929 -1.4946 -0.52
C -2.7863 0.3886 -2.7605 -0.90
N -1.8490 1.2340 -3.2863 0.35
C -1.8611 1.7997 -4.6222 -0.84
C 1.8501 1.3108 -2.2404 -0.08
N 2.0386 0.6840 -1.0890 0.28
C 3.2063 -0.0116 -1.2003 -0.58
C 3.7256 0.1934 -2.4467 -0.80
N 2.8653 1.0364 -3.0962 0.26
C 3.0038 1.5066 -4.4621 -0.83
H 0.6839 6.5988 -1.3347 0.34
H -0.1702 5.5478 -2.4718 0.32
H 1.5908 5.4451 -2.3231 0.32
H 0.4078 5.8308 1.0339 0.44
H 0.1773 3.3811 2.2480 0.34
H -2.8387 -0.5315 -0.7526 0.55
H -3.6471 0.0652 -3.3189 0.47
H -2.8247 1.6056 -5.0845 0.34
H -1.0792 1.3557 -5.2389 0.31
H -1.7035 2.8758 -4.5834 0.33
H 3.5965 -0.5952 -0.3854 0.56
H 4.6183 -0.1875 -2.9107 0.49
H 3.9201 1.1006 -4.8806 0.33
H 3.0532 2.5940 -4.4951 0.33
H 2.1632 1.1767 -5.0724 0.29
O 1.7111 -1.8304 0.1225 0.34
N 1.6213 -3.0650 -0.0185 -0.45
C 2.7136 -3.7786 -0.0174 0.87
C 4.0018 -3.1718 0.1291 -0.17
N 5.0008 -2.6113 0.2288 -0.55
C 2.6419 -5.1807 -0.2470 -0.16
N 2.6059 -6.3123 -0.4513 -0.52
Se 2.0725 -0.2919 2.3025 -0.11
C 1.6788 0.5077 4.0092 0.38
C 2.4536 0.0358 5.0681 -0.80
C 2.3082 0.5748 6.3353 -0.62
C 1.3847 1.5869 6.5617 -0.53
C 0.5972 2.0418 5.5160 -0.68
C 0.7394 1.5026 4.2437 0.38
H 3.1745 -0.7508 4.8813 0.40
H 2.9194 0.2061 7.1488 0.39
H 1.2788 2.0137 7.5501 0.38
H -0.1270 2.8286 5.6895 0.42
H 0.1080 1.8483 3.4386 0.00
```

Computed values of E (unit: eV) for the preceding records, in sequence: -98048.1036, -111735.5704, -142616.5470.